Record 1
The following is a DFT calculation (ωB97M-V with the def2-TZVPD basis set) of an isolated molecule of C9H8FNOS.

Highest occupied orbital energy = -9.3072 eV
Total charge = 0
ΔE to the lowest compared entry with this formula, charge and spin = 67.2 kcal per mole
Largest force on an atom = 3.2 eV/A
Frontier orbital gap = 9.45 eV
Lowest unoccupied orbital energy = 0.147 eV
E = -975.63065 hartree
Multiplicity = 1

The geometry in XYZ format:
```
21
Properties=species:S:1:pos:R:3:forces:R:3
C -3.478215 0.155281 1.966680 0.11 0.46 -0.04
C -2.568100 0.609070 1.330521 -0.03 -0.58 0.06
C 1.577707 -2.153760 -0.194967 0.76 1.07 -1.61
C 1.948675 -0.794857 -0.269366 0.75 0.04 1.55
C 0.247493 -2.479019 -0.279845 0.62 2.83 1.25
C 1.015058 0.195218 -0.066313 1.75 1.00 0.25
C -0.648055 -1.392921 -0.164693 -1.31 -2.50 -1.17
C -0.301648 -0.096614 0.023953 -1.79 0.46 0.18
C 1.481565 1.624874 0.073937 -1.34 0.78 0.55
N 0.856680 2.469863 -1.052007 1.82 -1.18 0.59
O -2.297063 1.220900 -1.133009 0.14 0.38 -0.02
F -1.938876 -1.679328 -0.436898 0.00 0.01 0.66
S -1.527899 1.268978 0.127810 -0.11 -0.96 -0.24
H -4.329861 -0.131763 2.523988 -0.13 -0.22 0.22
H 2.294666 -2.947413 -0.354551 0.25 0.06 0.45
H 2.946606 -0.354126 -0.120287 0.01 -1.16 -0.61
H 0.053780 -3.487664 -0.172613 -1.35 -1.76 -0.36
H 2.594808 1.629804 -0.075752 -1.11 0.46 0.52
H -0.154718 2.499497 -1.018254 0.25 0.12 0.00
H 1.123399 1.947220 1.170161 1.14 -0.07 -2.54
H 1.104001 1.896751 -1.878497 -0.41 0.79 0.31
```
Positions in Å, forces in eV/Å.

=====

Record 2
The following is a DFT calculation (ωB97M-V with the def2-TZVPD basis set) of an isolated molecule of C9H8N2O.

Highest occupied orbital energy = -9.6542 eV
Total charge = 0
ΔE to the lowest compared entry with this formula, charge and spin = 27.2 kcal per mole
Largest force on an atom = 3.0 eV/A
SMILES string = N#CNC(=O)Cc1ccccc1
Frontier orbital gap = 10.22 eV
Lowest unoccupied orbital energy = 0.569 eV
E = -532.48341 hartree
Multiplicity = 1

The geometry in XYZ format:
```
20
Properties=species:S:1:pos:R:3:forces:R:3
C 0.809909 0.620300 2.129299 0.69 1.13 1.05
C 0.649435 -0.619120 1.342986 2.09 -1.11 -1.87
C 0.359267 -0.487519 -0.176011 -0.80 0.12 1.31
C -0.959056 -0.433640 -0.631315 0.28 -0.04 -0.22
C -1.255830 -0.288347 -1.955164 -0.55 0.74 -1.48
C -0.224366 -0.124630 -2.902436 -0.41 -1.56 0.06
C 1.057593 -0.365029 -2.476738 1.60 1.59 -0.09
C 1.345328 -0.476692 -1.111106 2.46 0.14 -0.15
C -1.683168 1.041200 2.390734 -0.62 -2.37 -0.98
H -0.139689 -1.219505 1.720983 -0.68 -0.54 0.72
H 1.643769 -1.175258 1.435540 -1.41 0.69 0.06
H -1.813658 -0.498190 -0.017100 -0.51 -0.11 1.16
H -2.329243 -0.224945 -2.226196 0.89 -0.05 -0.03
H -0.352396 -0.075448 -3.977739 -0.53 0.39 0.14
H 1.912378 -0.164798 -3.175025 -0.90 -0.67 0.64
H 2.428429 -0.481807 -0.773252 -1.42 -0.16 -0.49
H -0.210698 2.047343 3.157246 0.53 0.27 0.22
N -0.380802 1.216065 2.621600 0.15 1.37 0.46
N -2.720163 0.584329 2.130491 0.61 0.97 0.32
O 1.862961 1.125690 2.493202 -1.49 -0.79 -0.80
```
Positions in Å, forces in eV/Å.

=====

Record 3
The following is a DFT calculation (ωB97M-V with the def2-TZVPD basis set) of a cluster of 2 separate species, C9H8N2O2 in total.

Highest occupied orbital energy = -9.0143 eV
Total charge = 0
ΔE to the lowest compared entry with this formula, charge and spin = 172.3 kcal per mole
Largest force on an atom = 2.6 eV/A
SMILES string = [H]/N=C\[N+](=O)[O-].C#Cc1ccccc1
Frontier orbital gap = 8.27 eV
Lowest unoccupied orbital energy = -0.741 eV
E = -607.51538 hartree
Multiplicity = 1

The geometry in XYZ format:
```
21
Properties=species:S:1:pos:R:3:forces:R:3
C 0.781536 0.153754 1.642339 0.98 0.81 0.09
C 1.804832 0.245820 2.279511 -1.42 0.45 -0.66
C -2.318076 -1.907036 -0.292619 0.56 -2.43 -0.55
C -2.322282 -0.530166 -0.435316 -0.96 0.81 0.22
C -1.322366 -2.558655 0.547474 -0.38 1.99 -1.07
C -1.352695 0.234439 0.237630 0.56 -0.67 -0.55
C -0.361008 -1.760936 1.182087 -0.89 -0.57 -1.51
C -0.328342 -0.377100 0.919971 -0.37 -1.52 1.37
C 2.481681 1.500100 -1.291433 2.28 1.13 0.12
N 3.404804 2.202328 -0.863295 1.25 -0.25 1.33
N 1.411221 2.095804 -2.063536 -1.49 0.38 2.01
O 1.071000 3.250703 -1.824148 0.43 -0.81 -0.97
O 0.840882 1.250443 -2.688334 -1.28 -0.11 -1.79
H -2.967976 -2.613760 -0.974872 1.07 1.72 1.68
H -3.144194 -0.000085 -0.996535 1.16 -0.75 0.48
H -1.239589 -3.626433 0.522042 -0.17 -0.37 0.33
H -1.211828 1.274418 0.159274 -0.63 1.29 -0.41
H 0.496703 -2.082617 1.751536 -0.31 -0.82 0.09
H 2.507886 0.411954 -1.279548 -0.39 0.21 -0.05
H 3.437311 3.228413 -0.865239 -0.81 -0.58 -0.59
H 2.563583 0.503830 2.946906 0.83 0.09 0.43
```
Positions in Å, forces in eV/Å.

=====

Record 4
The following is a DFT calculation (ωB97M-V with the def2-TZVPD basis set) of an isolated molecule of C9H8N2O2.

Highest occupied orbital energy (alpha / beta) = -8.4037 / -6.6838 eV
Total charge = 0
ΔE to the lowest compared entry with this formula, charge and spin = 134.6 kcal per mole
Largest force on an atom = 3.6 eV/A
Frontier orbital gap (alpha / beta) = 7.96 / 5.25 eV
Lowest unoccupied orbital energy (alpha / beta) = -0.447 / -1.431 eV
E = -607.57541 hartree
Multiplicity = 1

The geometry in XYZ format:
```
21
Properties=species:S:1:pos:R:3:forces:R:3
C 1.240624 2.244402 -0.251721 -1.17 1.44 -1.21
C 2.428406 1.543628 -0.487006 1.44 0.59 -1.54
C 0.061520 1.516786 -0.103693 -1.19 3.31 0.63
C 2.448556 0.169085 -0.420081 1.07 -0.51 -0.73
C 0.058805 0.168587 -0.036456 -1.88 -1.80 0.43
C 1.234739 -0.566024 -0.219485 1.23 -0.82 0.01
C -1.289503 -0.488035 0.027241 0.73 -2.28 -1.25
C -4.591033 0.262033 -0.390123 -2.17 1.34 1.51
C 1.151412 -1.965002 -0.326665 -0.22 0.24 0.66
N -3.389937 0.085726 -0.647238 0.37 -0.57 -0.67
N -2.242369 0.436865 -0.272628 -0.52 0.33 0.83
O -1.493504 -1.744320 0.047035 -0.05 2.55 0.49
O 2.276357 -2.612007 -0.722081 -0.46 1.58 0.34
H 1.141397 3.355997 -0.486802 0.41 -1.62 0.63
H 3.305961 2.072747 -1.039066 -1.38 -0.83 1.72
H -0.996621 1.989836 -0.055416 2.46 -0.40 -0.04
H 3.415374 -0.352827 -0.674888 -1.39 0.43 0.36
H -5.303530 0.067945 -1.192814 0.09 -0.26 0.27
H -5.048717 0.756204 0.577354 1.28 -1.02 -1.61
H 0.149413 -2.405063 -0.001218 1.72 -0.12 -0.82
H 2.137331 -3.534364 -0.778538 -0.37 -1.56 -0.01
```
Positions in Å, forces in eV/Å.

=====

Record 5
The following is a DFT calculation (ωB97M-V with the def2-TZVPD basis set) of an isolated molecule of C9H8N2O4.

Highest occupied orbital energy = -9.8379 eV
Total charge = 0
ΔE to the lowest compared entry with this formula, charge and spin = 157.1 kcal per mole
Largest force on an atom = 3.4 eV/A
SMILES string = O=[N+]([O-])C1([N+](=O)[O-])CCc2ccccc21
Frontier orbital gap = 9.35 eV
Lowest unoccupied orbital energy = -0.492 eV
E = -757.99841 hartree
Multiplicity = 1

The geometry in XYZ format:
```
23
Properties=species:S:1:pos:R:3:forces:R:3
C -2.637107 -0.215253 1.347863 -2.02 1.39 1.08
C -1.940129 -1.377873 1.415934 1.60 -0.62 0.44
C -2.138931 0.855364 0.633247 0.08 -2.64 0.21
C -0.641926 -1.546982 0.896189 -1.35 1.58 -1.33
C -0.950969 0.689957 0.010449 3.40 0.48 -0.10
C -0.122762 -0.443197 0.135135 -1.58 -1.56 1.84
C -0.191832 1.795603 -0.683106 -1.30 2.19 -0.45
C 1.152749 1.185521 -1.137820 -0.27 -1.50 -1.44
C 1.221257 -0.246543 -0.475200 -1.10 2.43 0.25
N 2.416295 -0.181727 0.435254 0.34 0.40 -0.79
N 1.521863 -1.307568 -1.424902 -0.85 -1.88 -2.58
O 2.335548 -0.286990 1.610911 -0.69 -0.49 1.56
O 2.089241 -2.265889 -0.959636 0.26 -0.17 0.01
O 3.406684 0.138819 -0.172465 1.16 -0.21 -0.32
O 1.045568 -1.267132 -2.575989 0.90 0.43 2.03
H -3.599063 -0.064675 1.941026 1.29 -0.48 -1.04
H -2.322798 -2.156670 2.027740 -0.35 -0.74 0.24
H -2.721087 1.663856 0.440592 -1.44 2.57 -0.19
H -0.320456 -2.562841 0.994859 1.20 -0.08 -0.10
H -1.006395 2.320465 -1.359388 2.23 -1.18 0.21
H 0.078751 2.683484 -0.037027 -0.49 -1.18 -0.04
H 1.260566 0.874935 -2.209007 -0.44 1.02 0.64
H 2.064934 1.715337 -0.854659 -0.59 0.24 -0.12
```
Positions in Å, forces in eV/Å.